(i)
Entry from OMol25: a gas-phase ion, C5H8NO (charge -1) (ωB97M-V/def2-TZVPD).

Atoms and positions in Å:
C  1.04  1.53  1.80
C  0.65  0.68  1.06
C  -0.24  -0.05  0.23
C  -0.19  0.58  -1.22
C  0.38  -1.46  0.15
N  -1.71  0.02  0.87
O  -2.36  -1.19  0.96
H  1.19  2.17  2.62
H  -1.09  1.24  -1.42
H  0.79  1.05  -1.30
H  -0.35  -0.13  -2.14
H  -0.38  -2.23  0.49
H  0.73  -1.78  -0.79
H  1.20  -1.62  0.85
H  -1.60  0.38  1.86

## Properties
HOMO energy ... -0.0522 hartree
Charge ... -1
SMILES ... C#CC(C)(C)N[O-]
LUMO ... 4.052 eV
Kohn-Sham gap ... 0.2011 Ha

Results of the Löwdin charge analysis, in e, for atoms 1 through 4: 0.093, -0.182, -0.540, -0.072

=====

(ii)
Entry from OMol25: 2 unconnected molecules or ions with the total composition C5H8NO (ωB97M-V/def2-TZVPD).

Atoms and positions in Å:
C  1.67  -1.62  -0.13
C  1.90  -0.54  0.36
C  -1.74  -0.52  0.34
C  1.76  0.80  0.70
C  -0.85  0.16  -0.73
N  -0.37  1.45  -0.16
O  -0.09  2.42  -0.93
H  1.68  -2.60  -0.51
H  -1.34  -1.25  0.96
H  -2.14  0.21  1.09
H  -2.81  -0.89  -0.13
H  2.27  1.56  0.04
H  1.57  1.05  1.77
H  -0.10  -0.56  -1.09
H  -1.40  0.33  -1.58

## Properties
HOMO energy (alpha / beta) ... -0.0686 / -0.0675 hartree
Charge ... -1
LUMO (alpha / beta) ... 4.340 / 4.341 eV
Kohn-Sham gap (alpha / beta) ... 0.2280 / 0.2270 Ha

Results of the Löwdin charge analysis, in e, for atoms 1 through 4: -0.020, -0.355, -0.122, -0.154

=====

Stability summary - winner: (i); margin: 0.0284 hartree.

=====

(i)
Entry from OMol25: a molecular structure, C2H6N4S (ωB97M-V/def2-TZVPD).

Atoms and positions in Å:
C  -0.26  0.60  -1.18
C  0.18  0.56  1.21
N  -0.31  -0.67  -2.15
N  -0.47  -2.16  -0.36
N  -0.60  0.32  0.10
N  -0.23  -1.72  -1.50
S  0.36  -2.67  -2.90
H  0.65  1.18  -1.43
H  -0.98  1.13  -1.79
H  0.40  -0.40  1.76
H  1.05  1.26  1.14
H  -0.58  1.13  1.85
H  -0.26  -3.14  -0.24

## Properties
HOMO energy ... -0.2965 hartree
LUMO ... -2.313 eV
Kohn-Sham gap ... 0.2115 Ha

Results of the Löwdin charge analysis, in e, for atoms 1 through 4: -0.247, -0.176, -0.040, 0.114

=====

(ii)
Entry from OMol25: a molecular structure, C2H6N4S (ωB97M-V/def2-TZVPD).

Atoms and positions in Å:
C  -0.14  0.21  0.47
C  0.64  1.44  0.07
N  0.53  -0.70  1.26
N  0.81  -1.79  0.73
N  -0.21  -0.82  -1.09
N  0.42  -1.90  -0.51
S  -1.81  0.54  1.06
H  1.59  1.14  -0.37
H  0.84  2.04  0.96
H  0.09  2.03  -0.66
H  -1.20  -1.02  -1.27
H  0.47  -2.79  -0.97
H  -2.01  1.63  0.32

## Properties
HOMO energy ... -0.3098 hartree
LUMO ... 0.789 eV
Kohn-Sham gap ... 0.3388 Ha

Results of the Löwdin charge analysis, in e, for atoms 1 through 4: -0.781, -0.110, -0.053, -0.010

=====

Stability summary - winner: (ii); margin: 0.1669 hartree.

=====

(i)
Entry from OMol25: C2H6N4S in the gas phase (ωB97M-V/def2-TZVPD).

Atoms and positions in Å:
H  0.14  1.05  1.41
N  1.22  0.64  1.35
C  1.59  -0.14  0.43
N  0.84  -0.95  -0.42
N  -0.56  -1.13  -0.23
C  -1.42  -0.04  -0.33
N  -0.95  1.13  -0.98
S  -2.91  -0.27  0.62
H  2.66  -0.44  0.39
H  1.28  -1.63  -1.03
H  -0.85  -1.85  0.46
H  -1.18  2.29  -0.79
H  0.15  1.33  -0.88

## Properties
HOMO energy ... -0.3107 hartree
SMILES ... [H]/N=C\NNC(N)=S
LUMO ... 0.186 eV
Kohn-Sham gap ... 0.3175 Ha

Results of the Löwdin charge analysis, in e, for atoms 1 through 4: 0.117, 0.054, -0.357, -0.030

=====

(ii)
Entry from OMol25: C2H6N4S in the gas phase (ωB97M-V/def2-TZVPD).

Atoms and positions in Å:
C  -1.84  0.57  1.30
C  1.84  0.58  -1.23
N  -0.59  -1.27  0.59
N  0.45  -0.81  -0.04
N  0.56  0.25  -0.73
N  -1.80  -0.63  0.75
S  -3.11  -1.37  0.23
H  -2.65  1.14  1.46
H  -0.93  1.21  1.62
H  1.97  1.53  -0.81
H  2.68  -0.29  -0.84
H  2.05  0.55  -2.29
H  1.38  -1.45  -0.01

## Properties
HOMO energy ... -0.2835 hartree
LUMO ... -0.234 eV
Kohn-Sham gap ... 0.2749 Ha

Results of the Löwdin charge analysis, in e, for atoms 1 through 4: -0.052, -0.131, -0.033, -0.095

=====

(iii)
Entry from OMol25: C2H6N4S in the gas phase (ωB97M-V/def2-TZVPD).

Atoms and positions in Å:
H  -1.93  -1.87  1.03
N  -2.23  -0.96  0.70
C  -1.36  -0.43  -0.04
N  -1.52  0.88  -0.51
S  0.13  -1.25  -0.60
C  1.52  -0.24  -0.01
N  1.30  1.10  0.14
N  2.67  -0.76  0.16
H  2.68  -1.73  0.00
H  -1.24  1.04  -1.47
H  -2.47  1.22  -0.30
H  0.37  1.42  0.27
H  2.07  1.56  0.62

## Properties
HOMO energy ... -0.3437 hartree
SMILES ... [H]/N=C(/N)S/C(N)=N\[H]
LUMO ... 0.708 eV
Kohn-Sham gap ... 0.3697 Ha

Results of the Löwdin charge analysis, in e, for atoms 1 through 4: 0.032, 0.082, -0.806, 0.031

=====

Stability summary - winner: (iii); margin: 0.1141 hartree.

=====

(i)
Entry from OMol25: C5H12S2 in the gas phase (ωB97M-V/def2-TZVPD).

Atoms and positions in Å:
C  -1.09  1.71  2.44
C  -0.89  2.17  0.97
C  -0.31  1.10  0.04
S  1.41  0.73  0.56
S  2.11  -0.77  -0.65
C  0.60  -1.64  -1.28
C  1.10  -2.86  -2.07
H  -1.40  0.66  2.50
H  -0.13  1.74  2.93
H  -1.80  2.34  2.96
H  -1.84  2.51  0.57
H  -0.15  2.97  1.00
H  -0.36  1.55  -0.96
H  -0.88  0.18  0.06
H  0.12  -0.96  -1.99
H  -0.03  -1.87  -0.43
H  1.80  -2.52  -2.82
H  1.52  -3.64  -1.41
H  0.22  -3.40  -2.40

## Properties
HOMO energy ... -0.2837 hartree
SMILES ... CCCSSCC
LUMO ... 0.855 eV
Kohn-Sham gap ... 0.3151 Ha

Results of the Löwdin charge analysis, in e, for atoms 1 through 4: -0.119, -0.326, -0.551, 0.465

=====

(ii)
Entry from OMol25: C5H12S2 in the gas phase (ωB97M-V/def2-TZVPD).

Atoms and positions in Å:
C  3.05  -0.87  -0.02
C  2.00  -0.09  -0.80
S  1.29  1.32  0.10
C  0.31  0.46  1.37
S  -1.01  -0.62  0.77
C  -2.10  0.62  0.02
C  -3.28  -0.06  -0.68
H  2.60  -1.37  0.84
H  3.49  -1.66  -0.65
H  3.85  -0.22  0.34
H  2.44  0.36  -1.70
H  1.19  -0.76  -1.10
H  -0.11  1.24  2.01
H  0.95  -0.18  1.99
H  -2.45  1.32  0.79
H  -1.52  1.20  -0.70
H  -2.92  -0.73  -1.47
H  -3.93  0.69  -1.15
H  -3.87  -0.65  0.03

## Properties
HOMO energy ... -0.3157 hartree
SMILES ... CCSCSCC
LUMO ... 0.888 eV
Kohn-Sham gap ... 0.3483 Ha

Results of the Löwdin charge analysis, in e, for atoms 1 through 4: -0.170, -0.566, 0.786, -0.818

=====

Stability summary - winner: (ii); margin: 0.0164 hartree.

=====

(i)
Entry from OMol25: C5H3N in the gas phase (ωB97M-V/def2-TZVPD).

Atoms and positions in Å:
C  0.25  0.26  0.22
C  -1.81  -1.11  -0.95
C  0.04  1.55  1.03
C  -0.83  -0.34  -0.18
C  -2.28  -0.18  -0.13
N  -0.97  2.17  1.24
H  1.26  -0.10  0.16
H  -1.82  -1.89  -1.68
H  1.02  1.81  1.42

## Properties
HOMO energy (alpha / beta) ... -0.3275 / -0.3324 hartree
LUMO (alpha / beta) ... -0.310 / -2.182 eV
Kohn-Sham gap (alpha / beta) ... 0.3161 / 0.2523 Ha

Results of the Löwdin charge analysis, in e, for atoms 1 through 4: -0.085, 0.039, -0.315, -0.270

=====

(ii)
Entry from OMol25: 2 unconnected molecules or ions with the total composition C5H3N (ωB97M-V/def2-TZVPD).

Atoms and positions in Å:
C  0.71  0.96  1.03
C  0.32  -0.24  1.19
C  -0.61  1.06  -1.06
C  -0.56  -0.94  0.31
C  0.47  1.40  -0.19
N  -1.05  -0.07  -0.83
H  -0.32  -2.03  -0.04
H  -1.43  -1.18  0.81
H  2.47  1.02  -1.22

## Properties
HOMO energy (alpha / beta) ... -0.3246 / -0.3158 hartree
LUMO (alpha / beta) ... -1.317 / -1.479 eV
Kohn-Sham gap (alpha / beta) ... 0.2762 / 0.2614 Ha

Results of the Löwdin charge analysis, in e, for atoms 1 through 4: -0.050, 0.018, -0.123, -0.236

=====

Stability summary - winner: (i); margin: 0.1678 hartree.

=====

(i)
Entry from OMol25: a molecular structure, C5H3N (ωB97M-V/def2-TZVPD).

Atoms and positions in Å:
C  0.42  0.95  0.04
C  -0.82  1.36  0.22
C  -1.64  0.38  -0.07
C  0.67  -0.58  0.05
C  -0.60  -1.29  0.03
N  -1.84  -0.86  -0.21
H  1.28  1.63  -0.10
H  1.21  -0.69  -0.90
H  1.33  -0.90  0.93

## Properties
HOMO energy ... -0.2938 hartree
LUMO ... -0.923 eV
Kohn-Sham gap ... 0.2599 Ha

Results of the Löwdin charge analysis, in e, for atoms 1 through 4: -0.110, -0.046, -0.053, -0.186

=====

(ii)
Entry from OMol25: C5H3N in the gas phase (ωB97M-V/def2-TZVPD).

Atoms and positions in Å:
C  0.38  -0.71  -0.35
C  1.09  0.59  -0.31
C  -1.97  1.02  0.80
C  -0.78  -1.07  0.18
C  0.28  1.60  0.08
N  -0.94  1.51  0.47
H  1.05  -1.45  -0.83
H  2.09  0.54  -0.42
H  -1.19  -2.03  0.37

## Properties
HOMO energy (alpha / beta) ... -0.3414 / -0.3361 hartree
LUMO (alpha / beta) ... -0.523 / -1.100 eV
Kohn-Sham gap (alpha / beta) ... 0.3222 / 0.2956 Ha

Results of the Löwdin charge analysis, in e, for atoms 1 through 4: -0.200, -0.079, 0.103, 0.096

=====

(iii)
Entry from OMol25: 2 unconnected molecules or ions with the total composition C5H3N (ωB97M-V/def2-TZVPD).

Atoms and positions in Å:
C  -0.80  -0.12  2.27
C  -0.54  -0.50  -0.33
C  1.32  0.58  -1.75
C  -0.70  -0.01  1.07
C  -1.12  0.64  -0.41
N  0.91  0.08  -2.65
H  -0.71  -0.08  3.27
H  -0.15  -1.47  -0.61
H  1.79  0.87  -0.86

## Properties
HOMO energy ... -0.3554 hartree
LUMO ... -0.252 eV
Kohn-Sham gap ... 0.3462 Ha

Results of the Löwdin charge analysis, in e, for atoms 1 through 4: 0.205, -0.166, -0.127, -0.301

=====

(iv)
Entry from OMol25: C5H3N in the gas phase (ωB97M-V/def2-TZVPD).

Atoms and positions in Å:
C  -0.25  0.53  -0.84
C  -1.49  0.84  -0.18
C  0.35  -1.21  -0.35
C  1.06  0.08  -0.34
C  -2.20  -0.26  0.07
N  -0.88  -0.75  -0.19
H  1.81  0.35  -1.07
H  1.40  0.45  0.78
H  -3.12  -0.77  0.08

## Properties
HOMO energy (alpha / beta) ... -0.3116 / -0.3116 hartree
LUMO (alpha / beta) ... -0.099 / -0.098 eV
Kohn-Sham gap (alpha / beta) ... 0.3080 / 0.3080 Ha

Results of the Löwdin charge analysis, in e, for atoms 1 through 4: -0.146, 0.046, 0.037, -0.199

=====

Stability summary - winner: (ii); margin: 0.0072 hartree.